Computed, not measured: one molecule with the formula C24H29FN4O3, with the ωB97M-V functional and the def2-TZVPD basis.

Calculated values
Highest occupied orbital energy   -8.72 eV
SMILES string   C[C@H](N)C(=O)N1CCC(C(=O)N[C@@H](Cc2ccccc2)C(=O)Nc2ccc(F)cc2)CC1
Gap between HOMO and LUMO   0.3414 Eh
Relative energy (zero: lowest compared OMol25 entry of this formula, charge and spin)   6.1 kcal/mol
Charge   0

Geometry as XYZ:
```
61
C24H29FN4O3 (the ωB97M-V functional and the def2-TZVPD basis)
C -8.32771 -0.47147 1.70928
C -7.61446 0.46311 0.72781
N -8.60584 1.32913 0.11422
C -6.89043 -0.38449 -0.33285
O -7.41107 -0.55621 -1.42216
N -5.70405 -0.95074 -0.01572
C -4.93694 -0.77367 1.19292
C -3.63213 -0.03268 0.88906
C -2.81897 -0.79472 -0.16426
C -1.59882 0.04290 -0.52422
O -1.66048 1.04424 -1.20799
N -0.43928 -0.39307 0.00890
C 0.81441 0.28080 -0.21655
C 0.95782 1.49440 0.73861
C 2.22924 2.25044 0.49262
C 3.32099 2.11096 1.34168
C 4.50961 2.76708 1.07338
C 4.62091 3.57135 -0.04835
C 3.53587 3.72395 -0.89633
C 2.34791 3.06705 -0.62807
C 1.93526 -0.72380 0.05065
O 1.73555 -1.72785 0.70183
N 3.12066 -0.35048 -0.48877
C 4.38704 -0.91490 -0.29690
C 4.57778 -2.13932 0.33669
C 5.85602 -2.63996 0.50095
C 6.93289 -1.91355 0.02775
F 8.18026 -2.40217 0.18815
C 6.76569 -0.69504 -0.60658
C 5.48732 -0.19921 -0.76672
C -3.68854 -1.01683 -1.40391
C -4.99225 -1.71344 -1.02385
H -7.62296 -1.09746 2.25020
H -8.90005 0.12235 2.41681
H -9.01450 -1.11332 1.16218
H -6.90832 1.10986 1.25857
H -8.14988 1.99854 -0.49812
H -9.20640 0.76194 -0.47918
H -4.70290 -1.76692 1.59916
H -5.50759 -0.22790 1.94078
H -3.86044 0.96202 0.50125
H -3.05296 0.07961 1.80773
H -2.50296 -1.75933 0.24596
H -0.37123 -1.23584 0.56454
H 0.83704 0.63860 -1.25267
H 0.91996 1.13179 1.76760
H 0.09411 2.13783 0.55993
H 3.24021 1.48134 2.21607
H 5.35049 2.64830 1.73996
H 5.54835 4.08261 -0.25841
H 3.61477 4.35745 -1.76740
H 1.49962 3.19014 -1.28603
H 3.13183 0.53173 -0.98475
H 3.72769 -2.69003 0.70180
H 6.02135 -3.58627 0.99047
H 7.62565 -0.15156 -0.96366
H 5.33734 0.75401 -1.25288
H -3.90442 -0.04756 -1.85606
H -3.15130 -1.62149 -2.13612
H -4.78257 -2.71373 -0.62614
H -5.64803 -1.80346 -1.89096
```

natural (NBO) atomic charge list, values in e, 6 entries: -0.6057 -0.1381 -0.8162 0.6710 -0.6468 -0.4435